{"formula": "C44H121N7O21", "method": "ωB97M-V/def2-TZVPD", "energy_ev": -101005.04412, "homo_energy_ev": -8.35, "e_lumo_ev": 0.30, "e_above_lowest_kj_mol": 0.0, "elements": ["H", "C", "H", "H", "H", "O", "H", "H", "C", "C", "H", "O", "C", "H", "H", "H", "H", "H", "H", "O", "C", "H", "O", "H", "O", "C", "H", "H", "C", "O", "H", "H", "C", "C", "H", "O", "O", "C", "H", "H", "H", "H", "O", "H", "C", "H", "H", "H", "C", "H", "H", "C", "H", "C", "H", "H", "H", "H", "H", "O", "O", "H", "O", "H", "H", "N", "C", "H", "H", "H", "H", "H", "H", "H", "H", "C", "H", "H", "O", "C", "H", "C", "H", "C", "O", "O", "H", "H", "H", "N", "H", "C", "H", "H", "H", "H", "O", "H", "O", "C", "H", "H", "H", "H", "H", "H", "C", "H", "H", "C", "H", "H", "H", "H", "H", "H", "H", "H", "C", "H", "H", "H", "H", "H", "H", "H", "H", "N", "H", "H", "H", "H", "H", "N", "C", "H", "H", "H", "C", "H", "H", "H", "H", "H", "O", "O", "H", "C", "C", "H", "C", "O", "H", "H", "C", "H", "C", "H", "C", "C", "H", "H", "C", "H", "C", "H", "O", "H", "C", "C", "H", "C", "H", "H", "H", "C", "C", "C", "C", "H", "N", "H", "H", "H", "N", "H", "H", "H", "C", "H", "H", "C", "N"], "coordinates": [[-19.55775, 21.90799, -1.23503], [-27.81209, 12.96353, 4.91659], [-26.58598, 15.03812, 8.88188], [-23.33607, 16.48092, -0.01145], [-24.19059, 22.94446, -0.78239], [-21.87226, 20.36086, -4.91017], [-22.96309, 18.20451, 1.67253], [-25.55145, 17.94447, 8.51088], [-25.59128, 15.28513, 1.71644], [-17.33513, 18.88299, 1.36448], [-21.05006, 18.65816, 0.49498], [-25.44794, 19.91745, 6.10857], [-22.10506, 16.73939, 3.04170], [-24.15825, 19.03135, -2.27515], [-18.28615, 15.01923, -5.25241], [-26.70449, 17.03078, 1.20141], [-24.08186, 15.16621, 4.25967], [-15.56608, 19.95371, 0.78087], [-24.77873, 15.55016, 1.03170], [-15.71616, 19.89623, 2.85944], [-29.05827, 13.57736, 4.24556], [-27.47768, 17.76060, 6.77084], [-19.55379, 14.16276, -3.84305], [-24.82157, 19.40618, -3.25437], [-22.72178, 18.06556, -1.13272], [-29.82210, 11.66850, 3.09262], [-17.74684, 16.10697, -3.17136], [-20.30258, 16.72818, -0.45355], [-25.10915, 17.03494, 8.09527], [-18.79429, 12.19472, 4.68933], [-23.71048, 23.89079, -4.07164], [-22.71320, 16.07692, 8.47481], [-20.25470, 21.39828, 1.21627], [-21.01414, 12.32837, 5.60021], [-24.42360, 10.92783, 2.55990], [-20.77470, 12.94235, 6.86281], [-27.53019, 16.13483, 2.88008], [-21.89674, 10.07972, 2.89618], [-24.30640, 17.36868, 7.43121], [-27.47223, 12.23058, 4.17518], [-24.55218, 10.78200, -2.93894], [-27.30859, 16.13982, -1.96093], [-22.64627, 24.19028, -0.36085], [-26.88596, 20.12580, -4.54984], [-23.32403, 20.76294, 5.15608], [-19.96684, 15.61420, -5.19472], [-28.97194, 11.65712, 6.02736], [-20.89005, 19.78137, -2.63601], [-22.78292, 20.08126, -5.94874], [-27.92715, 11.64818, -3.63319], [-25.79814, 17.24792, 2.64417], [-20.51066, 20.43893, -5.28483], [-22.83913, 18.99049, -6.08213], [-23.51326, 15.92805, 4.79616], [-30.73689, 11.09771, 2.91312], [-23.21900, 15.15895, 9.92985], [-19.27253, 21.51260, 1.68218], [-27.69515, 16.22150, 8.64810], [-28.28966, 16.06058, 2.29778], [-23.82770, 21.73136, 4.19717], [-24.63936, 16.31849, 9.22402], [-27.44720, 18.73072, -1.93450], [-22.48500, 11.35520, 3.11644], [-22.86951, 24.08377, 0.56832], [-23.83589, 18.72160, 5.68612], [-26.73436, 13.95406, 5.10486], [-28.13408, 12.32620, 6.24922], [-22.42191, 20.34164, 4.70910], [-24.22507, 16.34973, 5.50473], [-24.72151, 17.72928, -1.22706], [-19.80255, 21.66871, -3.70159], [-19.12285, 18.32355, -3.92536], [-21.94176, 9.85848, 1.82553], [-21.78146, 18.86652, 2.71446], [-17.99940, 20.20960, -2.30242], [-22.70855, 13.00426, 0.41861], [-22.03330, 12.53772, 5.28343], [-25.55958, 15.39700, 6.82622], [-18.46897, 19.14887, 2.16690], [-19.63869, 20.64163, -4.06410], [-20.51865, 22.43666, 0.97543], [-21.18895, 16.71976, 0.19113], [-23.99614, 12.63045, 2.74559], [-23.12038, 23.00362, -0.99613], [-18.51577, 17.62623, -4.24452], [-23.16490, 16.98767, 3.92478], [-25.82718, 15.68924, -1.09790], [-21.66608, 12.90942, 0.72973], [-22.21082, 15.80942, 2.47423], [-26.39601, 20.70316, -3.86700], [-25.37808, 11.00017, 0.51652], [-23.52006, 11.80238, 0.86178], [-25.22286, 14.83756, 2.64586], [-24.83787, 19.93442, -0.99042], [-19.25326, 18.66966, 1.84529], [-27.32303, 11.73528, 6.67315], [-23.78778, 23.93868, -3.11566], [-19.93137, 13.90930, 4.60276], [-25.78622, 17.58712, -1.93454], [-23.63620, 11.66947, 2.37186], [-18.41046, 21.14279, -0.26460], [-26.10991, 10.42228, -2.92334], [-26.64664, 14.56003, 4.29108], [-24.97100, 21.51073, -1.89791], [-20.90000, 11.24503, 5.66741], [-25.89242, 20.67954, 5.72274], [-23.91140, 18.04054, -1.89549], [-24.39361, 22.28744, 4.74529], [-27.63187, 16.46968, 5.62014], [-25.14661, 13.57408, -2.89019], [-16.40859, 20.01865, 3.51580], [-26.23871, 17.49964, 5.58190], [-23.79497, 20.38666, -5.69628], [-21.91078, 23.06956, -2.85947], [-23.66624, 15.66768, -3.24074], [-18.76928, 13.66415, -3.59610], [-25.64107, 14.50844, -3.17669], [-27.66886, 13.29636, -3.98752], [-26.59763, 18.52548, -2.59706], [-23.03234, 10.91784, 0.41921], [-28.43779, 13.03894, 7.01696], [-23.10797, 21.29025, 6.08538], [-21.13351, 16.67992, 3.54691], [-23.75865, 14.56221, 8.40497], [-22.69378, 15.51120, 5.38342], [-18.20002, 12.83768, 5.08230], [-23.15012, 13.89919, 0.86234], [-24.86234, 11.84552, 0.29860], [-22.66525, 13.06594, -0.67125], [-22.62467, 22.11051, -0.60430], [-26.90723, 16.80780, -0.38298], [-17.67605, 18.85054, 0.32229], [-20.93807, 21.05194, 1.98931], [-27.13580, 15.52001, 8.17268], [-26.91256, 16.97213, 6.26233], [-18.59161, 20.60381, -4.36320], [-16.85076, 17.92102, 1.56512], [-18.78641, 18.92533, -1.40830], [-21.99777, 17.96334, 2.13909], [-25.88946, 13.53189, 0.84390], [-21.07736, 15.74507, 0.67203], [-24.84375, 11.90029, -0.71506], [-20.23338, 19.47388, -5.73062], [-22.24096, 16.09224, -1.44008], [-30.13178, 12.67201, 4.01891], [-20.34306, 20.52863, 0.11045], [-25.28169, 13.45935, -1.80372], [-25.45450, 20.57823, -1.61871], [-22.94975, 22.97920, -2.50527], [-23.85618, 17.42290, -2.79731], [-18.71551, 16.38960, -3.59744], [-26.40976, 14.33044, 1.06478], [-19.51533, 16.47592, -2.86094], [-27.14327, 21.22770, -3.41998], [-26.14630, 16.17215, 7.32501], [-26.38086, 20.73775, -1.06171], [-25.87229, 12.33881, -3.42398], [-22.42334, 9.37315, 3.53961], [-23.13296, 14.76717, -2.90838], [-18.95745, 19.89547, -1.88779], [-25.74207, 12.22894, -4.50623], [-27.14745, 14.57742, 5.79358], [-19.10791, 15.31048, -4.59700], [-29.10557, 10.93497, 3.47655], [-16.31792, 19.96573, 1.56946], [-22.10968, 14.80460, -3.26256], [-23.81288, 13.58681, -3.29510], [-27.70085, 12.86328, -2.27090], [-27.39839, 12.52510, -3.25957], [-26.39264, 16.50384, 2.11190], [-23.19672, 14.78598, -1.81187], [-23.50774, 15.48739, 8.92810], [-28.83012, 14.11594, 3.32445], [-20.46643, 12.60578, 3.52639], [-23.10626, 21.97300, -2.92193], [-19.33186, 20.91543, -0.82117], [-25.78283, 19.78910, -2.90060], [-24.31584, 19.62057, 5.29851], [-22.47477, 16.78193, -0.61727], [-29.50952, 12.03186, 2.10749], [-20.94576, 17.83968, 1.11719], [-22.38412, 20.48494, -6.88318], [-29.39898, 14.35253, 4.94114], [-20.82454, 10.11292, 3.09238], [-19.93233, 19.73308, -2.95201], [-19.94715, 12.60977, 7.22246], [-20.42140, 21.20834, -6.05598], [-24.69562, 19.31066, 4.31886], [-20.07590, 12.83080, 4.51699], [-16.76275, 20.96755, 1.53150], [-26.94208, 18.18553, -3.58296], [-26.48010, 16.52253, -1.35556], [-25.45644, 11.15790, -2.66881]], "forces_ev_per_angstrom": [[-0.4528, -0.1635, -0.3590], [0.5808, 0.1809, -1.1338], [-0.4531, -0.0089, 0.1949], [-0.1168, -0.3503, -0.1701], [-0.0138, -0.2358, -0.0796], [-0.4359, 0.6732, 1.1010], [-0.1859, -0.3831, 0.0116], [-0.2680, -0.0217, -0.1715], [0.0038, -0.6460, 0.2204], [-0.6668, -0.0804, -0.6798], [0.2640, -0.2292, 0.6401], [0.2375, 0.2947, 0.3356], [0.7114, 0.7452, -0.2211], [1.7539, -1.1730, 1.4634], [0.0149, 0.2266, -0.1034], [-0.0869, -0.0824, 0.4194], [0.3641, -0.3544, 0.0194], [0.3361, -0.3110, 0.3031], [0.2286, 0.2895, 0.4058], [0.5407, -0.3599, -0.2173], [-0.1067, 0.4964, 0.8817], [0.0499, 0.0544, 0.0265], [0.2294, 0.0313, -0.2982], [-1.0145, 0.8765, -1.5232], [2.1577, 0.3715, -0.1880], [-0.5624, -0.7937, -0.1998], [-0.2582, -0.1132, 0.5066], [-0.2846, 0.1362, -0.4213], [-1.0742, 0.0023, 0.2445], [-0.0443, 0.1165, -0.1633], [0.0728, -0.1176, 0.0088], [0.0931, -0.1899, -0.2435], [-0.5715, 0.8607, 0.7839], [0.0827, 0.2733, -0.4107], [-0.0538, -0.0663, 0.1739], [-0.1568, 0.0604, -0.0901], [0.2206, 0.4031, 0.2319], [-0.4082, 0.5491, -0.6384], [0.1913, -0.1882, 0.0440], [0.3456, -0.2707, 0.4330], [0.1193, 0.4468, -0.1435], [0.2125, 0.0184, -0.2181], [0.3408, -0.2469, -0.4043], [0.1523, 0.2573, -0.2528], [-0.4054, -0.2563, -1.1751], [0.0999, 0.1665, -0.0578], [-0.0305, -0.0712, 0.4966], [-0.1124, 0.0457, -0.0069], [0.8517, -1.1319, -0.1904], [-0.0644, -0.2060, 0.5324], [0.1854, -0.3574, 0.3688], [-0.5015, -1.3184, -0.3268], [0.0651, -0.0029, -0.1286], [-0.7181, 0.3497, 0.0356], [-0.0777, 0.1398, 0.1039], [0.4799, 0.0134, -0.1791], [0.2145, -0.7129, -0.2922], [0.0306, 0.0016, 0.0361], [0.0518, -0.1434, -0.0567], [-0.0261, -0.1296, 0.8973], [0.7104, -0.1609, -0.7727], [-0.2254, 0.2843, -0.3217], [0.6734, 0.6148, -0.2115], [0.0618, 0.1612, 0.0340], [0.0169, 0.1929, 0.3610], [-0.7058, 0.1054, 0.0551], [-0.6069, -0.6812, -0.3934], [0.1425, 0.1756, 0.1737], [0.0757, 0.0593, -0.0071], [4.1331, 0.7140, 1.3177], [0.1138, 0.1881, -0.2042], [-0.1708, -0.4747, 0.3991], [-0.3109, -0.5388, 0.1754], [0.1626, -0.2167, 0.3469], [-0.0414, -0.0428, -0.1128], [0.0859, -0.1464, 0.0739], [-0.1333, 0.1157, 0.3314], [-0.1577, -0.2320, 0.0801], [0.3468, 0.0078, 0.6684], [-1.1219, 1.5432, 0.4991], [-0.3712, -0.1079, -0.4044], [1.0946, 0.4930, 0.1904], [-0.0105, -0.0180, 0.2146], [-0.2619, -0.0062, -0.3007], [0.2785, 0.3648, -0.5681], [0.0675, -0.0996, 0.2397], [0.3707, 0.1461, -0.3657], [-0.0792, 0.0476, 0.2828], [-0.3929, -0.0333, -0.0231], [-0.4525, -0.8620, -0.1130], [0.0229, 0.0209, 0.0377], [0.7950, -0.8457, -0.8436], [0.4227, 0.0390, -0.1274], [0.0873, 0.6539, 0.2216], [0.0638, -0.3084, -0.1848], [0.1730, 0.0528, -0.2465], [-0.2295, 0.1758, 0.2250], [-0.2829, 0.1067, -0.0146], [-9.0933, -1.6691, -3.3831], [-0.5380, -0.2899, 0.0370], [-0.0060, -0.3459, 0.1880], [0.0360, -0.0891, 0.2943], [-0.1492, -0.2707, -0.1630], [-0.1069, -0.1177, 0.2489], [-0.0543, -0.1013, -0.0021], [-0.0864, -0.1129, -0.0252], [4.7690, 0.3966, 1.7026], [-0.0159, 0.2901, -0.4640], [0.1269, -0.5457, 0.2799], [-0.6199, -0.4903, 0.0391], [-0.1244, -0.0511, -0.1001], [0.0742, -0.0142, 0.0799], [0.1478, 0.5710, 0.0648], [0.1941, 0.7528, 0.6303], [0.0380, -0.2705, -0.2311], [-0.1045, -0.0633, 0.0836], [-0.1228, -0.0307, -0.2364], [-0.1334, 0.1840, 0.2298], [-0.7820, 0.8348, -0.2469], [0.2446, -0.0035, 0.4109], [-0.0585, 0.2356, -0.2033], [0.1045, -0.3576, 0.1819], [-0.0459, -0.2556, 0.3742], [-0.0304, 0.2665, -0.5538], [0.2975, -0.0614, -0.2764], [0.0814, -0.0572, -0.0471], [0.1299, 0.2233, -0.1962], [-0.5407, 0.7759, 0.3777], [-0.2598, 0.1265, 0.0373], [0.0452, -0.0493, 0.1102], [-0.1260, 0.1631, -0.6403], [0.3653, 0.0829, -0.0754], [-0.0870, -0.0961, -0.0642], [0.6737, -0.3297, 0.1977], [0.4432, 1.0758, 0.1348], [0.0231, -0.3975, 0.0540], [-0.1493, -0.0839, 0.2756], [-0.0370, 0.0619, 0.0332], [-0.2914, 0.3571, -0.6439], [0.0724, -0.0458, 0.0913], [-0.3838, 0.0442, 0.2456], [0.0315, -0.2227, 0.0439], [0.0886, -0.0006, -0.1900], [-0.5511, 0.3028, 0.4796], [0.2653, 0.3035, 0.1704], [0.9549, 0.3183, -0.5652], [0.3814, 0.4830, 0.1481], [-0.6738, -0.6920, -0.3282], [0.8215, -0.2579, -0.6361], [0.4483, -0.2693, 0.3343], [0.1569, 0.5068, -0.7752], [-0.4961, 0.2613, -0.2076], [0.1431, -0.1876, 0.2847], [0.1509, 0.1023, 0.1174], [-0.2413, 0.5339, -0.7884], [-0.0217, 0.3772, -0.0513], [-0.6294, 0.4070, -0.1183], [0.2359, -0.4242, -0.2826], [-1.3325, -0.3270, 0.8474], [-0.8834, -0.0950, 0.8663], [0.4712, 0.0546, 0.0077], [0.4156, 0.0185, 0.2703], [-0.5172, -0.5179, 0.6892], [0.2275, 0.1881, -0.0498], [-0.2654, 0.9360, 0.5712], [0.1375, -0.4315, -0.0611], [0.6191, -0.3470, -0.7338], [-0.0667, -0.3335, 0.1292], [0.7137, 0.5591, -0.9341], [-0.4679, 0.3052, -0.8863], [0.2835, -0.0046, -0.3922], [-0.7106, 0.0187, 1.5469], [0.4036, -0.3119, -0.1943], [0.0405, -0.1550, 0.0111], [-0.7592, -0.1287, 0.5058], [0.8939, 0.6286, 0.3221], [-0.2898, 0.9692, 0.7460], [-0.3099, -0.2282, -0.0845], [1.1851, 0.2687, -0.2386], [0.2899, 0.2949, 0.1493], [-0.6359, -0.0457, -0.2738], [-0.5132, 0.2965, -0.1264], [-0.4720, -0.1178, -0.0195], [-0.1254, 0.1876, 0.5434], [0.9785, -0.5367, -1.2991], [0.0065, -0.0878, -0.0992], [0.4692, 0.2097, 0.1444], [0.3914, 0.2274, -0.2368], [0.4752, -0.1439, 0.5559], [-0.4016, -0.1452, -0.4537], [-0.2185, -0.5338, 0.1921], [-1.2690, -0.7451, 0.8566], [-0.2240, -0.5641, -0.2456]]}